[1]
Here is a cluster of 2 separate species, C2H2I2 in total from the OMol25 dataset. Energies are from ωB97M-V/def2-TZVPD.

XYZ file:
```
6
Properties=species:S:1:pos:R:3:mulliken_charge:R:1
C -0.9024 -0.9532 -0.3932 -0.02
C -1.9720 -0.4530 -0.1899 -0.58
I -3.7710 0.4444 0.0113 0.24
H 0.0453 -1.3940 -0.5138 0.36
I 3.7445 1.0400 -0.0930 -0.10
H 2.8556 1.3159 1.1787 0.10
```

As for the total energy: -18305.0997 eV. Its spin multiplicity is 1. Its SMILES is C#CI.I. The calculation puts the LUMO energy at 0.012 Eh. The value obtained for the orbital gap is 10.0 eV.

[2]
Here is a cluster of 2 separate species, C2H2I2O2S in total at a distorted geometry from the OMol25 dataset. Energies are from ωB97M-V/def2-TZVPD.

XYZ file:
```
9
Properties=species:S:1:pos:R:3:mulliken_charge:R:1
C -0.1981 1.0271 -0.5906 0.53
C 1.2529 -0.5493 0.3471 -0.71
O 0.0693 1.2303 -1.6847 -0.30
O 0.1545 0.3707 0.5225 -0.16
S -2.5372 1.6527 0.0296 -0.30
I 0.5166 -2.5625 0.5415 0.12
I -2.9994 -0.5779 0.4295 0.08
H 2.0486 -0.3627 1.0269 0.34
H 1.6928 -0.2283 -0.6219 0.40
```

As for the total energy: -33235.5617 eV. Its spin multiplicity is 1. The calculation puts the LUMO energy at -0.028 Eh. The value obtained for the orbital gap is 7.5 eV.

[3]
Here is a structure of composition C2H2I2OS at a distorted geometry from the OMol25 dataset. Energies are from ωB97M-V/def2-TZVPD.

XYZ file:
```
8
Properties=species:S:1:pos:R:3:mulliken_charge:R:1
C -0.1078 0.3380 0.8997 0.23
C 1.8175 -0.0327 -0.4593 -0.55
O -1.1546 0.4315 0.3407 -0.33
S 1.3072 0.3447 -2.0753 -0.08
I 1.9479 -2.0985 -0.0132 0.16
I 3.2005 1.2651 0.3580 0.16
H 0.2852 -0.1256 1.9295 0.29
H 0.1535 -0.3160 -1.9074 0.12
```

As for the total energy: -31186.7979 eV. Its spin multiplicity is 1. The calculation puts the LUMO energy (spin up / spin down) at -0.029 / -0.021 Eh. The value obtained for the orbital gap (spin up / spin down) is 7.2 / 7.4 eV.

[4]
Here is the molecule C2H2I2S at a distorted geometry from the OMol25 dataset. Energies are from ωB97M-V/def2-TZVPD.

XYZ file:
```
7
Properties=species:S:1:pos:R:3:mulliken_charge:R:1
I -0.6513 1.2125 2.1377 0.12
C 0.3369 0.0895 0.6982 -0.46
S 0.0162 -1.6568 0.4207 -0.06
C -0.3200 -0.2467 -0.6671 -0.49
I 0.6117 0.1694 -2.4912 0.12
H 1.4447 0.3872 0.5477 0.39
H -1.4382 0.0448 -0.6460 0.39
```

As for the total energy: -29141.7241 eV. Its spin multiplicity is 1. Its SMILES is I[C@H]1S[C@@H]1I. The calculation puts the LUMO energy at -0.002 Eh. The value obtained for the orbital gap is 9.3 eV.

[5]
Here is a structure of composition C2H2I2S2 at a distorted geometry from the OMol25 dataset. Energies are from ωB97M-V/def2-TZVPD.

XYZ file:
```
8
Properties=species:S:1:pos:R:3:mulliken_charge:R:1
C 0.5444 0.3497 -0.2965 0.26
C -0.1517 -0.8009 -0.2756 -0.18
S -0.1713 1.9766 -0.1917 -0.09
S -0.2079 -2.4105 -0.1628 -0.19
I 2.6500 0.2960 -0.2061 0.15
I -2.7681 0.3649 -0.0085 -0.24
H 1.0180 2.7181 -0.0293 0.09
H -0.9134 -2.4939 1.1705 0.20
```

As for the total energy: -39975.0074 eV. Its spin multiplicity is 1. The calculation puts the LUMO energy (spin up / spin down) at -0.075 / -0.075 Eh. The value obtained for the orbital gap (spin up / spin down) is 6.6 / 6.6 eV.

[6]
Here is the molecule C2H2IN3 at a distorted geometry from the OMol25 dataset. Energies are from ωB97M-V/def2-TZVPD.

XYZ file:
```
8
Properties=species:S:1:pos:R:3:mulliken_charge:R:1
I 1.3678 -2.8457 1.0010 0.07
C 0.4441 -0.5374 0.3646 0.25
N 0.2208 0.5062 1.0794 -0.49
C -0.4623 1.3247 0.2647 -0.03
N -0.6075 0.8289 -0.9738 -0.63
N -0.0565 -0.3758 -0.8873 0.16
H -0.7663 2.2581 0.6782 0.42
H -0.1400 -1.1591 -1.5269 0.25
```

As for the total energy: -14675.3799 eV. Its spin multiplicity is 1. Its SMILES is Ic1ncn[nH]1. The calculation puts the LUMO energy (spin up / spin down) at -0.066 / -0.066 Eh. The value obtained for the orbital gap (spin up / spin down) is 8.2 / 8.2 eV.

[7]
Here is a structure of composition C2H2IN3O at a distorted geometry from the OMol25 dataset. Energies are from ωB97M-V/def2-TZVPD.

XYZ file:
```
9
Properties=species:S:1:pos:R:3:mulliken_charge:R:1
C -0.1291 -0.1557 0.8214 0.33
C 1.0348 -0.2271 -1.1341 0.12
N 0.6893 -0.9461 -0.0622 -0.44
N 0.6064 1.0287 -0.9601 -0.25
N -1.4296 -0.5127 1.1302 -0.45
O 0.1303 1.1543 0.2993 -0.13
I -2.8147 0.3024 -0.0286 0.21
H 0.2895 -0.0201 1.8943 0.22
H 1.6233 -0.6238 -1.9601 0.38
```

As for the total energy: -16719.0802 eV. Its spin multiplicity is 1. The calculation puts the LUMO energy (spin up / spin down) at -0.071 / -0.061 Eh. The value obtained for the orbital gap (spin up / spin down) is 7.5 / 8.0 eV.

[8]
Here is a structure of composition C2H2IN3O at a distorted geometry from the OMol25 dataset. Energies are from ωB97M-V/def2-TZVPD.

XYZ file:
```
9
Properties=species:S:1:pos:R:3:mulliken_charge:R:1
C -0.6659 -0.4521 -0.8411 0.07
C -0.7518 0.4344 0.9573 0.04
N -1.0398 0.6464 -0.3050 -0.38
N -0.2289 -0.7653 1.2492 -0.30
N 1.6973 1.1726 -0.9084 -0.32
O -0.2319 -1.3321 0.0200 -0.06
I 2.6816 -0.1728 -0.0760 0.33
H -0.5709 -0.6924 -1.9314 0.32
H -0.8897 1.1615 1.8352 0.31
```

As for the total energy: -16719.4658 eV. Its spin multiplicity is 3. The calculation puts the LUMO energy (spin up / spin down) at 0.011 / -0.031 Eh. The expectation value of S² is 2.017. The value obtained for the orbital gap (spin up / spin down) is 9.5 / 9.8 eV.